This record from OMol25 describes one molecule with the formula C8H14N2O2 in a non-equilibrium geometry. The level of theory is ωB97M-V/def2-TZVPD.

Properties
Molar mass, g/mol: 170.21
Energy relative to the best compared isomer or geometry (same formula, charge and spin), eV: 2.623
E_HOMO, hartree: -0.3391

Each line ends with the Löwdin charge.
Geometry (Å):
1 C 2.3262 0.0792 -0.2460  -0.0602
2 C 1.6544 -1.1259 0.2742  -0.2788
3 C -0.1926 0.0924 1.1210  -0.5023
4 C 2.2505 -2.4842 0.1340  -0.0195
5 C -0.9666 -0.1902 -1.2670  -0.0458
6 C -1.5967 1.8237 -0.0025  -0.0719
7 C -2.5816 -0.3847 0.6454  -0.0312
8 C -1.3458 0.3626 0.0968  -0.5817
9 N 1.7069 1.1812 -0.1917  -0.0409
10 N 0.5085 -1.0321 0.8638  0.2014
11 O -0.0297 0.7913 2.0819  0.0946
12 O 2.3569 2.3002 -0.5222  0.0003
13 H 3.4347 0.1155 -0.5426  0.1582
14 H 1.8930 -3.2225 0.8240  0.0793
15 H 1.8565 -2.7809 -0.8636  0.1054
16 H 3.2971 -2.6105 0.0747  0.0624
17 H 0.0195 0.2334 -1.3926  0.0539
18 H -1.0331 -1.2376 -1.0637  0.0642
19 H -1.8800 0.2061 -1.9448  0.1446
20 H -2.4942 2.0864 -0.6299  0.1032
21 H -1.6205 2.2673 1.0089  0.0915
22 H -0.7165 2.2687 -0.5095  0.0741
23 H -3.5032 -0.2646 -0.0892  0.1347
24 H -2.2542 -1.3884 0.6917  0.0609
25 H -2.8258 -0.0968 1.5984  0.0506
26 H 1.7362 3.0104 -0.1493  0.1531

This record from OMol25 describes C32H40N3NdO4S3Si as an isolated structure in a non-equilibrium geometry. The level of theory is ωB97M-V/def2-TZVPD.

Properties
Molar mass, g/mol: 799.22
Total charge: -2
Energy relative to the best compared isomer or geometry (same formula, charge and spin), eV: 0.000
Spin multiplicity: 4
E_HOMO (alpha / beta), hartree: -0.0585 / -0.0589

Each line ends with the Mulliken spin population.
Geometry (Å):
1 Nd -0.1085 1.7102 1.1752  3.0131
2 C -1.7194 -0.0238 2.3337  0.0006
3 Si -1.9543 -1.6473 1.6198  -0.0014
4 C -2.7354 -1.4646 -0.1016  -0.0004
5 N -1.9302 -0.6585 -1.0119  -0.0040
6 C -2.7193 0.0730 -2.0070  0.0013
7 C -2.9519 -0.7476 -3.2705  0.0003
8 C -1.6023 -0.9606 -3.9754  0.0000
9 C -0.4527 -0.8833 -2.9644  0.0008
10 C -0.8799 -1.4665 -1.6282  -0.0015
11 C -0.3138 -2.5914 1.5740  0.0007
12 C -0.1560 -3.7954 0.8799  -0.0001
13 C 1.0568 -4.4636 0.8540  0.0000
14 C 2.1513 -3.9410 1.5334  0.0000
15 C 2.0195 -2.7590 2.2422  0.0005
16 C 0.7945 -2.1011 2.2634  0.0016
17 C -3.1364 -2.8791 2.5005  -0.0008
18 C -2.6866 -3.9567 3.2647  -0.0002
19 C -3.5651 -4.8024 3.9296  0.0000
20 C -4.9325 -4.5957 3.8415  -0.0001
21 C -5.4100 -3.5320 3.0892  -0.0001
22 C -4.5209 -2.6911 2.4366  -0.0001
23 H -1.3248 -0.0488 3.3558  0.0002
24 H -2.6604 0.5455 2.3526  -0.0004
25 H -3.6574 -0.9129 0.1055  -0.0001
26 H -3.0466 -2.4287 -0.5450  0.0001
27 H -2.2048 1.0056 -2.2527  0.0000
28 H -3.6534 0.3734 -1.5292  -0.0008
29 H -3.6634 -0.2444 -3.9299  0.0000
30 H -3.3989 -1.7109 -3.0025  0.0000
31 H -1.4607 -0.2103 -4.7573  0.0000
32 H -1.5885 -1.9369 -4.4719  0.0000
33 H -0.1222 0.1439 -2.8140  -0.0008
34 H 0.4227 -1.4253 -3.3279  0.0002
35 H -0.0238 -1.5383 -0.9523  0.0017
36 H -1.2442 -2.5023 -1.7887  0.0006
37 H -0.9977 -4.2120 0.3358  0.0000
38 H 1.1567 -5.3860 0.2928  0.0000
39 H 3.1083 -4.4453 1.4918  0.0000
40 H 2.8713 -2.3107 2.7354  0.0000
41 H 0.7243 -1.1616 2.8014  -0.0029
42 H -1.6227 -4.1424 3.3441  0.0000
43 H -3.1778 -5.6260 4.5184  0.0000
44 H -5.6213 -5.2539 4.3577  0.0000
45 H -6.4763 -3.3536 3.0145  0.0000
46 H -4.9215 -1.8582 1.8726  0.0000
47 C 3.7851 -0.3311 -3.7556  -0.0003
48 C 3.1416 0.3150 -2.5557  0.0022
49 C 2.4313 -0.5379 -1.6189  -0.0007
50 C 2.1464 -0.0535 -0.3840  0.0180
51 C 2.2170 1.3440 -0.0386  0.0026
52 C 2.4886 2.3058 -1.2030  -0.0089
53 C 3.2802 1.6221 -2.2933  -0.0019
54 S 3.0191 1.6283 1.5001  0.0007
55 O 3.7328 2.9012 1.4414  -0.0004
56 O 3.8320 0.4690 1.8437  -0.0011
57 N 1.7632 1.7075 2.5235  -0.0045
58 C 1.7539 2.7397 3.5524  0.0022
59 C 0.3425 3.2884 3.8386  -0.0005
60 O 0.1368 3.8517 4.9061  -0.0008
61 O -0.5308 3.1220 2.8985  -0.0020
62 H 4.0472 -1.3711 -3.5551  0.0000
63 H 4.6936 0.2000 -4.0457  0.0000
64 H 3.1097 -0.3269 -4.6160  0.0000
65 H 2.3333 -1.5957 -1.8331  0.0003
66 H 1.8991 -0.7635 0.3986  -0.0088
67 H 3.0638 3.1513 -0.8141  -0.0001
68 H 3.9304 2.2290 -2.9202  0.0000
69 H 2.3657 3.5971 3.2291  -0.0005
70 H 2.1647 2.3900 4.5094  -0.0004
71 S -1.3559 3.3386 -0.8675  -0.0074
72 C 0.3301 3.9432 -1.1917  0.0042
73 N 0.3834 5.2000 -1.9757  0.0002
74 C 1.7745 5.6545 -1.9119  -0.0002
75 C 2.1805 5.6532 -0.4243  0.0011
76 S 0.9948 4.5448 0.3884  -0.0019
77 H 0.1010 5.0045 -2.9341  0.0002
78 H 1.8809 6.6459 -2.3585  0.0000
79 H 2.4551 4.9809 -2.4451  0.0000
80 H 2.0362 6.6379 0.0211  0.0000
81 H 3.2158 5.3458 -0.2842  -0.0001
82 C 1.1903 2.8258 -1.8754  0.0006
83 H 0.5434 1.9601 -2.0643  0.0007
84 H 1.4589 3.1996 -2.8704  -0.0005

This record from OMol25 describes one molecule with the formula C5H6N2OS in a non-equilibrium geometry. The level of theory is ωB97M-V/def2-TZVPD.

Properties
Molar mass, g/mol: 142.18
Energy relative to the best compared isomer or geometry (same formula, charge and spin), eV: 2.652
E_HOMO, hartree: -0.3306

Each line ends with the Löwdin charge.
Geometry (Å):
1 C 1.6636 1.3082 -0.0732  -0.1064
2 C -0.4227 1.8117 0.0123  -0.2273
3 C 0.9977 0.1294 -0.0211  -0.2791
4 C -1.5650 -0.5481 0.0635  -0.2320
5 C 1.3973 -1.3328 -0.0199  -0.0375
6 N 0.7639 2.3353 0.0678  0.0580
7 N -0.3558 0.4820 -0.0257  -0.0499
8 O -3.8931 -1.2927 0.0971  -0.5640
9 S -3.1056 -0.0579 0.0519  0.9540
10 H 2.7110 1.5281 -0.1423  0.1035
11 H -1.3667 2.3161 -0.0356  0.1100
12 H -1.1542 -1.4617 -0.0113  0.0271
13 H 0.8023 -1.6338 0.8170  0.0550
14 H 1.0710 -2.0209 -0.8924  0.1098
15 H 2.4563 -1.5629 0.1118  0.0786